DFT (ωB97M-V with the def2-TZVPD basis set) results for C25H36BeF2NSbSi as an isolated structure.

CARTESIAN COORDINATES (ANGSTROEM)
H 0.4789 -1.9042 -2.8820
H -1.3386 3.8967 0.8468
H -4.2447 1.8394 -3.2895
H 2.9157 -1.1643 2.4676
C 2.8355 3.1607 -0.2746
C -0.1145 5.5025 1.6369
Be 0.5150 2.1651 -0.5028
H 3.2342 5.6049 1.1441
C 0.1545 -2.8556 -2.4522
H -1.4138 -1.7073 2.7614
H 1.4187 6.8808 2.2300
C 2.2177 2.0266 -0.8417
H -5.7934 1.9393 -2.4450
C 2.9084 -2.2454 2.3216
N 0.6335 3.6446 0.3747
C -0.3510 4.3276 0.9530
H -1.5307 -3.9653 1.4747
H 3.6028 -2.4669 1.5071
H -2.9877 -3.4509 0.6407
H -0.9288 6.0380 2.1012
C 5.0038 2.4264 -1.0589
H 3.3068 -2.7145 3.2259
H -4.4174 0.8020 1.4670
H 2.5988 -4.1277 -2.3444
C 1.9117 4.0757 0.4254
C 2.2168 5.2543 1.0979
H -5.4157 -0.9614 -1.6889
H 0.8394 -2.4854 2.8301
H -1.5843 -3.9701 -0.2904
C 1.5114 -4.2848 1.8784
C 4.3753 1.3263 -1.6122
Sb 0.7221 -1.6718 0.2879
H 2.5944 0.2129 -1.9527
H 2.1499 -4.6150 1.0569
H 3.0701 -3.6269 -0.7190
C 1.1930 5.9632 1.7030
C -1.8452 -1.2519 1.8664
C 1.5077 -2.7668 2.0099
C -1.8940 -3.4214 0.5997
C -1.4033 -1.9813 0.6027
H -1.8226 -1.4481 -0.2561
C 3.0138 1.1077 -1.5102
Si -4.0381 0.9687 -0.9808
H 2.8594 -2.4237 -1.9855
H 1.9023 -4.7439 2.7920
C -4.3700 -0.8237 -1.4042
H 0.6224 -4.1496 -0.7950
H -1.5569 -0.1997 1.8417
C 0.9839 -3.2112 -1.2220
C -2.2305 1.2787 -0.8401
C -4.7154 2.0722 -2.3336
F 5.1386 0.4340 -2.2713
C -1.0485 1.5574 -0.7245
H -4.5242 3.1233 -2.1148
C -4.8405 1.3971 0.6550
H 0.5152 -4.6899 1.7027
H -4.6903 2.4502 0.8974
H 6.0703 2.5717 -1.1427
H -4.1647 -1.4870 -0.5625
F 4.8172 4.4047 0.1640
H -0.9081 -2.7632 -2.2234
C 2.4581 -3.3562 -1.5811
H -5.9152 1.2097 0.6200
H -2.9336 -1.2987 1.9772
C 4.2074 3.3304 -0.3891
H -3.7473 -1.1393 -2.2421
H 0.2640 -3.6194 -3.2280

## Properties
maximum force	0.093	eV Å⁻¹
M	547.42	g mol⁻¹
LUMO level	-0.5	eV